A structure of composition C27H18N7O8S2Y at a distorted geometry, computed with ωB97M-V with the def2-TZVPD basis set.

Results
Kohn-Sham gap ... 6.7 eV
2S+1 ... 1
Total charge ... 0
HOMO ... -8.3 eV
ΔE to the lowest compared entry with this formula, charge and spin ... 24.83 kcal/mol
Calculated total energy ... -77811.351 eV
LUMO ... -1.6 eV

Each line ends with the natural charge from an NBO analysis.
Atoms and positions in Å:
Y1 -0.6446 -2.0827 -0.3192  1.980
C1 0.0245 1.7199 -3.0023  -0.673
C2 -0.3374 0.3540 -2.4419  0.266
N1 -0.4061 0.1338 -1.1856  -0.356
N2 -0.1428 1.1849 -0.3816  -0.479
C3 0.2012 0.7577 0.8714  0.649
O1 0.0588 -0.4963 1.1229  -0.823
C4 0.8167 1.7990 1.8057  -0.140
C5 1.0581 3.0653 1.3728  -0.158
C6 1.3642 3.9852 2.3790  -0.220
C7 1.2701 3.6961 3.7006  -0.174
C8 0.9389 2.4199 4.1493  -0.223
C9 0.6992 1.4623 3.1637  -0.170
C10 -0.6083 -0.8094 -3.3785  0.197
C11 -0.6788 -0.5971 -4.7516  -0.220
C12 -1.0821 -1.6220 -5.5386  -0.141
C13 -1.2774 -2.8246 -4.9532  -0.249
C14 -1.1677 -3.0012 -3.6094  0.081
N3 -0.7070 -2.0258 -2.8293  -0.514
H1 -0.6235 2.5478 -2.6156  0.253
H2 -0.1787 1.6614 -4.0940  0.203
H3 1.0451 1.9734 -2.7497  0.248
H4 1.0144 3.2551 0.3394  0.236
H5 1.5941 5.0042 2.1311  0.211
H6 1.5093 4.5569 4.3847  0.216
H7 1.0542 2.2440 5.1699  0.220
H8 0.3454 0.4383 3.3704  0.239
H9 -0.6317 0.4058 -5.1617  0.224
H10 -1.1228 -1.4476 -6.5681  0.224
H11 -1.4134 -3.7165 -5.6298  0.233
H12 -1.2672 -3.9590 -3.0895  0.222
S1 0.7500 -4.4363 -0.4484  -0.293
C15 2.0086 -3.2317 -0.7042  -0.054
N4 1.7756 -1.9470 -0.8806  -0.638
C16 2.9317 -1.2098 -1.0253  0.195
C17 3.0193 0.1946 -1.1224  -0.260
C18 4.2379 0.8339 -1.2431  -0.199
C19 5.4670 0.0759 -1.3485  -0.210
C20 5.3978 -1.2931 -1.1717  -0.233
C21 4.1634 -1.8871 -1.0279  -0.213
S2 3.7366 -3.5784 -0.6711  0.387
H13 2.1381 0.7870 -0.7947  0.235
H14 4.2203 1.9135 -1.3949  0.215
H15 6.3831 0.6600 -1.4636  0.223
H16 6.3462 -1.8717 -1.2006  0.231
O2 -3.6559 2.1694 4.8176  -0.351
N5 -3.6225 2.2032 3.6331  0.548
O3 -3.8623 3.1675 2.9117  -0.385
C22 -3.1164 0.9262 2.9963  -0.027
C23 -3.4869 0.7410 1.6750  -0.127
C24 -3.1719 -0.4406 0.9941  -0.044
C25 -2.5811 -1.5220 1.7081  0.378
O4 -2.2325 -2.6494 1.2373  -0.744
C26 -2.4351 -1.2753 3.0732  0.003
C27 -2.6127 -0.1056 3.7868  -0.128
N6 -1.9765 -2.4602 3.8872  0.537
O5 -2.7631 -3.3400 4.2077  -0.348
O6 -0.8165 -2.3916 4.2100  -0.351
N7 -3.4684 -0.5428 -0.3777  0.526
O7 -2.8472 -1.3794 -1.0776  -0.457
O8 -4.3493 0.1883 -0.8718  -0.330
H17 -3.9162 1.6157 1.1950  0.281
H18 -2.3656 0.0035 4.8298  0.273

A structure of composition C26H58P4SY at a distorted geometry, computed with ωB97M-V with the def2-TZVPD basis set.

Results
Kohn-Sham gap ... 4.4 eV
2S+1 ... 1
Total charge ... +3
HOMO ... -15.2 eV
ΔE to the lowest compared entry with this formula, charge and spin ... 2.15 kcal/mol
Calculated total energy ... -76912.026 eV
LUMO ... -10.8 eV

Each line ends with the Löwdin charge.
Atoms and positions in Å:
Y1 -0.2498 0.1622 0.2835  1.008
P1 -0.3829 -2.2518 -1.1379  0.720
P2 1.5162 0.8078 -1.8777  0.728
P3 -2.1779 -0.8565 1.9490  0.707
H1 -1.3272 2.0877 -1.8131  0.085
C1 -1.5478 2.0340 -0.7405  -0.114
C2 -0.7809 2.6032 0.2702  -0.107
H2 0.1148 3.2090 0.0734  0.080
C3 -1.6524 -2.1210 -2.4642  -0.238
C4 1.0184 -2.9587 -2.0893  -0.243
C5 -0.9402 -3.7939 -0.3117  -0.239
C6 1.9731 2.5778 -1.9776  -0.247
C7 3.1615 0.0558 -2.1396  -0.242
C8 0.7709 0.5888 -3.5482  -0.247
C9 -2.7846 0.4913 3.0310  -0.287
C10 -2.1001 -2.1710 3.2183  -0.234
C11 -3.6513 -1.4752 1.0318  -0.269
H3 -2.5919 1.7726 -0.5403  0.007
H4 -1.1946 2.7365 1.2843  0.097
H5 -1.7421 -3.0981 -2.9604  0.077
H6 -1.3688 -1.3557 -3.1975  0.034
H7 -2.6200 -1.8401 -2.0280  0.044
H8 0.7148 -3.9334 -2.4972  0.076
H9 1.8800 -3.1095 -1.4260  0.041
H10 1.3299 -2.3085 -2.9132  0.030
H11 -1.0096 -4.5866 -1.0714  0.076
H12 -1.9159 -3.6668 0.1696  0.025
H13 -0.2166 -4.0993 0.4526  0.028
H14 2.3582 2.7947 -2.9848  0.075
H15 2.7579 2.7999 -1.2399  0.064
H16 1.1040 3.2201 -1.7874  0.035
H17 3.5877 0.4314 -3.0799  0.080
H18 3.0924 -1.0378 -2.1904  0.034
H19 3.8345 0.3346 -1.3194  0.038
H20 1.4228 1.1063 -4.2630  0.071
H21 -0.2287 1.0417 -3.5827  0.044
H22 0.7002 -0.4700 -3.8245  0.033
H23 -3.7162 0.1761 3.5227  0.077
H24 -2.9686 1.4182 2.4706  -0.025
H25 -2.0254 0.7082 3.7950  0.051
H26 -3.0745 -2.2074 3.7183  0.075
H27 -1.3202 -1.9433 3.9512  0.046
H28 -1.8819 -3.1415 2.7643  0.050
H29 -4.4913 -1.5626 1.7335  0.075
H30 -3.4222 -2.4583 0.6032  0.028
H31 -3.9300 -0.8076 0.2059  0.000
C12 -6.3224 2.7669 0.5114  -0.621
C13 -7.4695 2.3307 -0.1692  -0.096
C14 -8.4709 3.2540 -0.4546  -0.059
C15 -8.3457 4.5888 -0.0682  -0.047
C16 -7.2336 4.9972 0.6713  -0.062
C17 -6.2219 4.0916 0.9704  -0.117
S1 -4.9209 1.7358 0.7326  0.831
H32 -4.2163 2.1375 -0.3733  -0.114
H33 -7.5352 1.2876 -0.4738  0.107
H34 -9.3595 2.9390 -1.0005  0.120
H35 -9.0999 5.3304 -0.3580  0.125
H36 -7.1265 6.0247 1.0166  0.118
H37 -5.3240 4.3778 1.5215  0.099
C18 1.8327 -3.5247 2.4607  -0.109
C19 2.0401 -2.2230 3.2492  -0.517
C20 3.3144 -2.3552 4.1034  -0.087
P4 1.8968 -0.7268 2.1209  1.013
C21 1.4854 0.7232 3.2439  -0.562
C22 2.0320 0.6151 4.6727  -0.088
C23 1.8466 2.0725 2.5988  -0.111
C24 3.6268 -0.4110 1.4775  -0.539
C25 4.6453 0.1241 2.4853  -0.077
C26 4.1746 -1.6444 0.7439  -0.109
H38 2.6335 -3.6740 1.7187  0.076
H39 0.8651 -3.5501 1.9480  0.030
H40 1.8645 -4.3780 3.1564  0.105
H41 1.1838 -2.0941 3.9371  0.094
H42 4.1903 -2.6484 3.5021  0.082
H43 3.5503 -1.4585 4.6872  0.064
H44 3.1476 -3.1685 4.8285  0.108
H45 0.3786 0.6646 3.3193  0.065
H46 3.1272 0.7008 4.7095  0.080
H47 1.6205 1.4529 5.2554  0.104
H48 1.7205 -0.3119 5.1758  0.082
H49 1.8682 2.0690 1.4940  0.041
H50 1.0920 2.8106 2.9062  0.094
H51 2.8225 2.4397 2.9429  0.096
H52 3.4548 0.3927 0.7383  0.061
H53 4.9712 -0.6476 3.1974  0.079
H54 5.5438 0.4424 1.9303  0.108
H55 4.2948 0.9983 3.0482  0.058
H56 3.4347 -2.0883 0.0640  0.048
H57 5.0414 -1.3445 0.1367  0.101
H58 4.5191 -2.4178 1.4430  0.079

A cluster of 2 separate species, CHClF2OS2 in total at a distorted geometry, computed with ωB97M-V with the def2-TZVPD basis set.

Results
Kohn-Sham gap (alpha / beta) ... 9.9 / 5.7 eV
2S+1 ... 1
Total charge ... 0
HOMO (alpha / beta) ... -10.3 / -9.1 eV
ΔE to the lowest compared entry with this formula, charge and spin ... 75.41 kcal/mol
Calculated total energy ... -42724.500 eV
LUMO (alpha / beta) ... -0.4 / -3.4 eV

Each line ends with the natural charge from an NBO analysis.
Atoms and positions in Å:
C1 -0.2526 -1.3377 -0.3194  0.550
O1 -2.5223 0.4833 -1.5125  -0.887
F1 0.4520 -0.3440 0.2321  -0.320
F2 -0.6129 -2.2596 0.5808  -0.331
S1 -3.9355 1.7671 0.8315  -0.055
S2 -2.7470 0.2820 -0.0927  1.111
Cl1 -4.0406 -1.3105 -0.1301  -0.205
H1 -0.0213 -1.8134 -1.2467  0.137

A cluster of 2 separate species, C3H10F3NSi2 in total at a distorted geometry, computed with ωB97M-V with the def2-TZVPD basis set.

Results
Kohn-Sham gap ... 8.6 eV
SMILES string ... CN(C)[SiH2]F.C=[Si](F)F
2S+1 ... 1
Total charge ... 0
HOMO ... -8.6 eV
ΔE to the lowest compared entry with this formula, charge and spin ... 84.81 kcal/mol
Calculated total energy ... -28672.965 eV
LUMO ... 0.1 eV

Each line ends with the natural charge from an NBO analysis.
Atoms and positions in Å:
C1 -0.1617 -0.3522 -2.2507  -0.407
N1 0.0892 -0.5729 -0.8557  -0.886
C2 -0.5848 0.3834 -0.0792  -0.410
Si1 0.8420 -2.0057 -0.1718  1.682
F1 0.5942 -1.9966 1.3665  -0.647
H1 0.6468 -0.6603 -2.9635  0.195
H2 -0.8687 -0.9887 -2.5706  0.184
H3 -0.3358 0.7142 -2.4801  0.203
H4 -0.9972 0.0480 0.8824  0.206
H5 0.0004 1.3087 -0.0403  0.190
H6 -1.5239 0.4206 -0.6495  0.181
H7 2.2515 -2.0725 -0.7871  -0.232
H8 0.1540 -3.3122 -0.4134  -0.264
C3 -1.9869 -1.2458 3.3633  -1.329
Si2 -3.1425 -1.2722 2.0684  2.098
F2 -4.1196 -0.0429 1.9056  -0.643
F3 -3.5545 -2.1648 0.8078  -0.630
H9 -1.3539 -2.0274 3.7644  0.254
H10 -1.8750 -0.3049 3.8930  0.255